110
Properties=species:S:1:pos:R:3:forces:R:3 method="wB97M-V/def2-TZVPD" total_charge=-1 homo_energy_ev=-4.56 e_above_lowest_kcal_mol=18.66 orbital_gap_ev=6.752
La 0.096228 -0.283897 0.668969 0.93 -0.92 -0.01
I 0.728852 3.298035 0.131277 -0.07 0.05 -0.08
I 0.036943 0.752439 -2.255775 0.03 0.56 -1.04
S 0.612250 -2.012533 2.976951 -0.22 -0.05 -0.08
S 3.294990 -1.633886 1.167554 -0.33 -0.06 0.05
S 2.667346 -1.943290 3.102486 0.21 -0.04 -0.07
S 2.850663 0.337239 0.740351 0.35 0.47 0.33
P -1.990022 -2.069788 -0.974380 -0.64 -0.31 0.19
P -0.335429 1.235341 3.216217 -0.02 0.33 0.66
P 1.910766 -1.897109 -3.589283 -0.39 0.04 0.31
N -2.273433 -0.111410 1.407068 -0.47 0.06 0.27
N 0.784742 -1.310666 -2.674166 0.44 -0.23 0.05
C -2.888246 -1.925047 -3.632343 -0.01 0.02 -0.03
C -2.561176 -4.725074 2.101983 -0.01 0.03 -0.05
C -2.535857 -4.149612 -2.805050 -0.06 0.02 -0.05
C 0.182434 -3.324277 -5.323120 0.03 0.00 0.11
C 0.878361 1.154597 4.574033 0.07 0.04 -0.01
C 3.162309 1.479590 5.303601 -0.08 -0.06 -0.10
C -2.094013 3.330163 2.655941 0.04 0.07 0.04
C 4.661642 -1.415410 -4.500312 -0.05 0.02 -0.01
C -2.753247 0.109267 2.686301 -0.02 -0.12 -0.10
C 1.543726 -3.923083 -1.671795 -0.06 -0.10 -0.13
C -4.533118 -0.288975 1.382724 -0.06 0.01 0.16
C -3.422376 -3.818716 -5.021884 0.05 -0.03 0.05
C 2.996006 0.441195 -4.701956 0.11 0.06 0.03
C 3.420141 -0.767886 -3.844699 0.02 -0.03 -0.07
C -4.666840 -4.564640 0.952133 0.07 0.02 -0.01
C 2.813480 1.087119 6.587193 -0.05 0.00 0.01
C 0.536774 0.768859 5.867803 -0.02 0.02 0.05
C 2.458377 -4.810493 -3.783322 0.08 0.09 -0.13
C -3.893527 -5.086309 1.988576 -0.01 0.03 -0.04
C -4.122857 0.018817 2.713232 -0.16 0.02 -0.11
C 1.210039 -2.173957 -5.358420 -0.07 -0.11 0.09
C -0.174510 3.979160 3.949203 -0.06 0.09 -0.01
C 1.499695 0.728134 6.867151 0.00 0.02 -0.02
C 3.914251 -3.585461 -2.238715 -0.05 0.12 0.09
C -2.002554 -3.839994 1.181209 -0.06 -0.11 0.03
C 0.387898 -0.917206 -5.700116 -0.03 0.09 -0.11
C -2.997361 -4.670142 -4.009158 0.03 0.08 0.03
C -3.387744 -0.359106 0.628901 0.06 0.21 0.18
C -3.256586 -0.712857 -0.812818 0.11 -0.11 0.07
C -2.522135 4.650978 2.627175 0.06 -0.10 0.00
C -1.825917 0.358237 3.837796 0.03 0.02 -0.18
C 2.213319 -2.449228 -6.482754 -0.05 0.00 -0.06
C 3.798961 -0.170806 -2.485397 0.12 0.04 -0.07
C -2.500096 -2.770721 -2.592681 0.23 0.02 -0.11
C -1.772870 5.643718 3.248392 0.00 0.00 0.02
C -0.913019 2.979001 3.322208 -0.06 0.05 -0.13
C 2.201011 1.501761 4.298095 0.00 -0.05 0.17
C -0.601885 5.304553 3.910053 0.02 -0.09 0.00
C -4.107256 -3.679597 0.044716 -0.03 -0.01 0.04
C -0.622147 2.815778 -1.465547 -0.11 -0.17 0.02
C -2.766758 -3.300091 0.154570 0.01 -0.06 -0.05
C 2.496299 -3.604531 -2.829306 0.01 0.05 -0.16
C -3.356245 -2.444849 -4.833123 0.06 0.02 0.03
H -2.227956 -4.823049 -2.013436 -0.01 0.01 -0.02
H -0.309103 -3.401026 -4.350001 0.01 0.02 -0.03
H 5.170333 -0.668981 -5.122797 -0.04 -0.07 0.04
H 2.989836 -5.640017 -3.302098 -0.05 0.05 -0.04
H 0.629017 -4.281966 -5.578383 0.03 -0.03 0.04
H 4.075924 -4.548849 -1.742525 -0.02 0.05 -0.01
H -2.677709 2.564577 2.154574 0.01 0.04 0.01
H 4.657481 0.502697 -2.620204 -0.09 -0.09 0.00
H 0.997326 -0.061868 -5.986589 -0.13 -0.11 0.03
H 2.048568 0.866181 -4.369438 0.07 -0.01 -0.01
H 4.189594 1.733249 5.067586 -0.06 0.01 0.01
H -0.540194 3.624107 -2.188170 0.01 -0.05 -0.02
H 1.442039 -5.146870 -3.974144 0.03 0.02 -0.02
H -0.957411 -3.579297 1.280429 0.08 0.07 0.04
H -5.542568 -0.452009 1.026059 0.09 0.01 0.03
H 4.042734 -2.819708 -1.475955 0.00 0.00 -0.05
H -4.756171 0.154930 3.581683 0.08 -0.03 -0.09
H 2.982795 0.411709 -2.064378 0.01 -0.03 -0.02
H -4.719424 -3.276815 -0.756806 0.04 -0.03 0.05
H 2.791307 -3.359794 -6.308128 -0.05 0.07 -0.04
H -2.324898 0.951040 4.601408 -0.05 0.05 0.12
H -1.479327 -0.574707 4.283021 0.05 -0.09 0.01
H 1.825676 -4.899326 -1.252142 -0.05 0.11 -0.06
H -0.486005 0.493088 6.099089 0.07 0.00 0.01
H -1.617773 2.803499 -1.021290 0.04 0.08 0.00
H -2.927016 0.133005 -1.416144 0.05 0.07 -0.11
H -0.599490 -3.128934 -6.060470 0.01 -0.03 -0.01
H -3.789942 -4.225602 -5.957417 0.02 0.02 0.04
H 3.761381 1.218920 -4.585488 -0.04 -0.08 -0.01
H 4.432300 -2.271209 -5.140023 0.03 0.08 0.08
H -0.238369 -0.630608 -4.853132 0.00 -0.05 -0.05
H 4.685965 -3.480127 -2.997032 0.00 -0.01 0.00
H 1.659325 -2.590416 -7.419835 0.03 0.00 0.04
H -2.831833 -0.848957 -3.502486 -0.01 -0.07 -0.02
H 2.487939 1.765632 3.289770 0.03 -0.03 -0.12
H -0.271361 -1.150575 -6.545136 0.08 0.02 0.03
H -5.710431 -4.844138 0.859945 0.04 0.01 0.00
H -3.028706 -5.744556 -4.153382 0.00 0.05 0.02
H -4.337136 -5.771834 2.703084 0.03 0.04 -0.04
H 1.225296 0.413520 7.867914 0.00 0.01 -0.05
H -3.664508 -1.770911 -5.625318 0.02 -0.03 0.05
H 3.563847 1.048002 7.369069 -0.03 0.00 -0.04
H 1.611931 -3.181686 -0.883928 0.01 0.11 0.11
H -1.945119 -5.117011 2.904584 -0.05 0.03 -0.07
H -3.437453 4.906620 2.104887 0.04 -0.02 0.03
H -4.211861 -1.055985 -1.205203 -0.10 0.01 -0.03
H -2.100400 6.677864 3.215502 0.02 -0.08 0.00
H 5.376641 -1.741704 -3.747599 0.00 0.00 0.01
H 2.927829 0.208032 -5.763970 0.04 0.02 0.06
H 2.914497 -1.628857 -6.639069 -0.06 -0.04 0.00
H 0.508603 -3.966829 -2.010516 -0.06 0.00 0.02
H 4.078965 -0.911121 -1.741696 -0.01 0.00 -0.01
H -0.013291 6.073623 4.398672 -0.02 -0.05 -0.02
H 0.742371 3.725866 4.468289 -0.03 0.04 -0.01
H 2.954663 -4.618487 -4.738906 -0.04 -0.05 0.10

---

23
Properties=species:S:1:pos:R:3:forces:R:3 method="wB97M-V/def2-TZVPD" total_charge=+1 homo_energy_ev=-12.26 e_above_lowest_kcal_mol=0.00 orbital_gap_ev=9.269
S 0.103589 -1.487399 1.668585 0.88 1.86 0.11
S -1.051386 0.236730 1.455639 0.07 -0.89 0.41
O 1.991624 -1.913437 -1.285931 -1.83 -0.21 0.73
O 1.019670 2.176610 -2.624180 0.29 -0.20 0.92
N 0.570345 2.276844 -0.090887 -1.45 3.35 -5.47
C 0.512599 0.968142 -2.017365 -0.43 -0.06 -0.39
C -0.526157 1.608966 -0.983177 2.97 -1.68 -0.14
C -1.501200 0.752298 -0.255271 1.00 -2.33 0.61
C -0.906527 -2.911442 1.582387 -3.88 1.86 -2.08
H -1.527429 -3.196517 2.413191 0.50 -0.18 0.75
H 1.114206 1.595235 0.279727 1.59 -2.62 2.55
H -2.401436 1.227405 0.049852 -0.82 0.90 -0.34
H -1.756186 -0.054008 -0.960949 -0.14 -0.02 0.58
H 0.126925 2.958362 0.487994 0.37 0.43 1.11
H 2.872820 -1.794308 -1.590077 1.25 -0.51 -0.04
H 1.894331 -2.657185 -0.652386 0.68 0.82 -0.77
H 1.260043 2.734401 -0.874094 -2.05 -0.63 1.81
H 1.631392 1.875732 -3.284877 0.67 0.24 -0.69
H -1.705255 -2.660373 0.768209 1.41 -0.74 1.10
H 0.193678 0.384422 -2.902417 -0.85 -0.14 1.09
H -1.161151 2.322396 -1.415712 0.08 1.64 -1.11
H -0.256426 -3.602751 1.164648 0.87 -1.88 -0.41
H 1.324183 0.326807 -1.513046 -1.21 1.00 -0.34

---

30
Properties=species:S:1:pos:R:3:forces:R:3 method="wB97M-V/def2-TZVPD" homo_energy_ev=-7.85 e_above_lowest_kcal_mol=38.22 smiles=CCc1c[nH]c2ccccc12.CC orbital_gap_ev=8.792
N 0.381903 3.122790 -0.707195 0.71 0.61 -0.44
C 2.041003 -2.726364 1.637800 -2.70 2.88 -0.88
C 0.820253 -0.678128 -2.298424 0.54 1.07 0.35
C 0.809732 -2.784020 2.530549 -0.59 2.90 2.47
C -0.181906 0.912545 -0.891960 1.30 3.66 1.50
C 0.747823 1.930988 -1.370718 -3.12 0.94 2.33
C -0.085961 -0.367506 -1.286414 0.61 -1.50 -1.49
C -3.137036 0.395814 0.144824 -1.75 -0.30 0.22
C -0.927346 1.536458 0.192508 -0.58 -0.29 -1.26
C -0.671076 2.876488 0.209768 1.73 -1.20 -0.33
C 1.670261 1.643432 -2.302092 1.23 -1.11 -2.30
C 1.657017 0.347384 -2.806060 -1.06 -1.03 0.88
C -1.913343 0.700294 0.927422 0.99 0.94 2.67
H -0.149119 -2.619739 2.071877 -0.28 -0.81 -1.18
H -3.646222 1.359213 -0.108313 0.58 -0.86 -0.52
H -2.216212 1.272208 1.861252 0.29 -0.68 -0.86
H -3.889386 -0.101031 0.792875 0.45 -0.04 -0.30
H 1.985789 -1.623507 1.227915 0.72 -2.33 0.14
H 0.933302 -1.709543 -2.571924 0.04 -0.18 -0.51
H -0.933970 3.581142 0.982335 -0.17 0.26 -0.32
H 0.803176 -3.677842 3.122907 -0.32 -0.38 0.47
H -0.721392 -1.134492 -0.903006 -0.31 -0.39 0.37
H 0.835291 4.045687 -0.902499 -0.87 -1.54 0.45
H 0.615212 -1.822317 3.245157 1.42 -2.17 -0.98
H 2.288750 0.158257 -3.631765 0.73 -0.45 -0.60
H 2.940159 -2.895483 2.159476 1.04 -0.20 0.52
H -1.357616 -0.201960 1.306273 -0.71 0.54 -0.39
H 2.399965 2.237201 -2.841549 -0.28 0.83 0.65
H -2.921566 -0.293844 -0.685996 -0.33 0.68 -0.07
H 1.822521 -3.484139 0.894963 0.68 0.13 -0.60

---

97
Properties=species:S:1:pos:R:3:forces:R:3 method="wB97M-V/def2-TZVPD" total_charge=-1 homo_energy_ev=-6.32 orbital_gap_ev=8.787
P 0.943555 0.679506 -0.272596 -0.65 0.41 -0.76
F 0.898335 2.089116 0.479174 0.32 1.41 -0.27
F 1.228575 0.089066 1.203834 1.06 -1.30 0.07
F -0.619785 0.506676 0.054764 -0.20 -0.38 -0.36
F 0.620795 1.400746 -1.696946 -0.31 -0.86 0.75
F 0.994185 -0.822934 -0.937176 0.45 1.05 0.66
F 2.518345 0.905136 -0.624376 0.00 -0.47 1.36
O -0.414435 3.602186 -2.814676 -0.07 0.31 -0.89
O -0.327255 1.558826 2.974514 0.26 0.32 0.29
O 3.716115 -0.710904 2.289974 0.20 -0.41 0.19
O -2.905325 1.261046 2.713434 -1.21 -0.02 0.03
O -3.094275 -3.622314 -0.707936 -0.01 -0.03 -0.35
O 1.687055 4.828706 2.170054 0.49 0.22 0.19
O 0.644725 -5.148034 4.048054 -0.46 -0.79 -0.41
O -2.201615 2.333846 -1.282886 -1.03 -0.23 0.40
O -0.041535 5.174406 -0.430626 0.89 1.22 0.09
O 2.761065 0.756726 -3.190946 0.50 0.13 -0.98
O 4.193195 2.418696 1.745004 0.37 -0.20 0.08
O 0.527615 -4.428994 -3.719456 -0.32 -1.06 0.00
N -1.279245 -0.902094 -2.622586 1.37 -0.36 -0.33
N 1.219485 -3.705814 0.597964 1.15 -1.76 -1.26
N 1.974575 7.909646 -1.876836 -0.86 0.94 -0.02
C -4.695155 -0.364754 3.221024 0.36 -0.01 -0.69
C -0.628065 -3.154664 1.791564 -0.22 -0.69 2.02
C -3.400995 -0.020374 2.381284 -0.73 -0.03 1.45
C 1.902185 -4.219404 -3.952606 0.09 1.38 0.04
C 0.670695 -6.476744 4.617504 0.95 0.96 0.17
C -2.270165 -1.454054 -1.687626 0.65 1.11 -0.45
C 0.742325 -5.200594 2.619174 -0.74 0.03 -1.02
C 2.875915 5.863376 -1.120526 -0.35 -1.71 1.03
C 2.255385 -2.937044 -3.175386 0.30 -0.65 -0.74
C 1.604275 6.534806 -1.564556 0.69 0.60 -0.70
C -1.188155 4.932646 0.367654 -0.23 -0.70 0.16
C -2.199645 -3.008424 -1.705496 -1.26 0.19 0.25
C 0.743715 -3.786264 1.957574 0.51 0.43 0.28
C -3.549795 -0.801584 -2.143206 -2.40 -1.59 1.40
C 0.458455 6.544216 -0.548566 -0.30 -1.06 -0.22
C -3.163095 -5.081954 -0.759016 1.56 1.97 -0.78
H -2.523525 -3.298254 -2.705096 0.11 -0.37 -0.17
H 2.191595 -3.977244 0.560124 0.30 -0.05 -0.17
H -3.342585 -5.376774 -1.792926 -0.56 -0.26 0.00
H 1.554115 -5.845684 2.283064 0.89 0.37 0.21
H 2.584185 7.960696 -2.680496 0.01 -0.15 -0.08
H -1.154435 5.356286 1.371394 0.28 0.42 0.00
H -1.622445 2.786076 -1.896316 0.45 0.30 -0.46
H -0.364395 7.198246 -0.837116 0.04 0.05 -0.43
H 0.469925 -6.453564 5.688594 -0.42 0.54 -0.08
H 3.464945 2.104616 1.209044 -0.28 -0.08 -0.30
H -1.160075 -3.330244 2.726574 -0.36 0.47 0.15
H -3.660945 0.277426 -2.036116 0.76 -0.01 -0.42
H 2.559375 4.877676 -0.779516 0.52 -0.44 0.07
H 0.483305 -4.923554 -2.897846 -0.38 0.06 0.19
H -4.791375 -1.450244 3.244604 -0.08 -0.12 -0.13
H -2.134855 5.189796 -0.107486 0.09 0.47 -0.25
H -4.003815 -1.222714 -3.040206 0.69 0.37 -0.68
H -3.548545 -0.108764 1.304944 -0.34 -0.10 -0.08
H 1.492465 -3.230304 2.521834 -0.61 0.53 0.89
H 2.530545 -5.056744 -3.649066 -0.04 -0.19 0.08
H 0.865805 6.970926 0.367994 -0.09 -0.45 0.59
H -0.351545 -0.792164 -2.238666 -0.08 -0.95 0.17
H 0.045785 1.483196 3.852774 -0.08 -0.04 0.28
H 2.004075 -4.095684 -5.030756 0.17 0.10 -0.02
H -0.090265 -5.751094 2.181184 -0.73 -0.06 0.22
H -1.168405 -3.318424 -1.536546 0.12 -0.09 0.06
H 1.192485 -2.755904 0.255864 -0.23 0.16 0.12
H 2.144555 -3.181054 -2.118846 0.07 0.37 0.08
H 1.300685 6.036776 -2.485366 -0.38 0.08 -0.07
H 4.346965 0.008966 2.283354 0.17 0.32 0.02
H -0.549855 -2.084994 1.597144 -0.18 -0.11 -0.19
H -1.254715 3.851746 0.491414 0.15 0.01 -0.05
H -4.299975 -1.169564 -1.443276 -0.36 0.01 0.50
H -1.643465 1.678196 -0.864776 -0.04 -0.12 0.12
H 0.356075 1.223956 2.393864 0.20 -0.11 -0.32
H 3.898285 3.266446 2.077544 -0.20 0.29 0.16
H -1.182155 -3.713284 1.037224 0.12 0.34 -0.25
H 2.242595 -0.043564 -3.107556 -0.13 -0.15 0.06
H 3.367385 6.332906 -0.268416 -0.24 0.29 0.14
H -1.954075 1.293746 2.588324 0.36 -0.05 0.03
H 1.539945 -2.173394 -3.480456 -0.08 -0.02 0.21
H 1.365855 4.262316 1.468434 -0.26 -0.25 -0.41
H 3.257985 -2.576504 -3.405396 0.14 -0.02 0.21
H 3.640465 5.746896 -1.888636 -0.31 0.08 -0.27
H 2.524415 8.213716 -1.086066 0.14 0.42 0.01
H 2.837275 1.087646 -2.296016 0.02 -0.05 -0.04
H -2.145195 -5.414904 -0.556206 0.09 -0.51 0.35
H -0.139345 4.337936 -2.267666 0.01 0.32 0.61
H -1.417495 0.065346 -2.877616 -1.13 0.06 0.00
H 1.710795 -6.801464 4.588214 0.10 -0.50 -0.41
H 0.370985 3.062296 -2.903446 0.19 -0.33 -0.02
H 0.005465 -7.213314 4.166894 -0.08 0.22 -0.37
H -5.640205 0.028596 2.846504 0.15 0.16 -0.42
H -2.690765 -0.789484 2.684864 0.34 -0.08 -0.14
H -4.680155 -0.054074 4.265704 0.65 0.22 -0.03
H 0.931845 4.949566 2.745634 -0.18 -0.07 0.15
H 2.977515 -0.387484 1.774104 -0.25 0.04 -0.11
H -3.864195 -5.487034 -0.029306 -0.05 0.38 -0.19
H -2.080965 -1.116924 -0.668486 0.03 -0.10 0.23

---

10
Properties=species:S:1:pos:R:3:forces:R:3 method="wB97M-V/def2-TZVPD" homo_energy_ev="-8.11 / -7.89" e_above_lowest_kcal_mol=95.61 orbital_gap_ev="8.104 / 7.868"
Cl -2.500031 -1.120228 0.302386 -0.67 0.19 0.25
Cl -2.815065 1.677809 -0.392445 0.31 -0.14 0.50
O 0.069571 -1.630081 -0.158708 1.66 1.18 -0.15
C -2.116361 0.493228 0.648881 0.16 -0.18 0.12
C 1.920881 -0.031379 -0.418986 0.61 -2.59 -3.02
C 0.608177 -0.579894 -0.012282 -1.33 -1.58 0.03
H 2.395911 -0.453884 -1.450684 -0.98 0.28 2.67
H 2.557256 -0.019115 0.420016 1.06 -0.48 0.93
H -1.901308 0.714759 1.702468 -0.26 0.19 -0.74
H 1.780969 0.948787 -0.640650 -0.57 3.13 -0.58